Density functional theory data (wB97M-V/def2-TZVPD) for C3H3Cl2F in the gas phase at a distorted geometry.

The geometry in XYZ format:
```
9
Properties=species:S:1:pos:R:3:mulliken_charge:R:1
F -0.7469 1.8678 -0.3204 -0.265
C -0.0325 0.8711 0.2258 -0.022
C 0.5703 -0.2288 -0.6089 -0.110
Cl 2.1202 -0.7774 -0.1543 -0.185
C -0.6130 -0.6180 0.4122 -0.345
Cl -2.1283 -1.0998 -0.2282 -0.163
H 0.7078 1.2210 1.0079 0.304
H 0.4027 -0.3381 -1.6804 0.372
H -0.2803 -0.8977 1.3461 0.414
```

Output
HOMO level in Ha: -0.36498
Strongest force on any atom in eV/Å: 5.27
Orbital gap in eV: 10.8427
Structure (SMILES): FC1[C@@H](Cl)[C@@H]1Cl
Calculated total energy in eV: -30920.2916
Energy above the lowest of the compared OMol25 structures with the same formula, charge and spin in kJ/mol: 98.7

---

Density functional theory data (wB97M-V/def2-TZVPD) for 6 unconnected molecules or ions with the total composition C12H38N10O6 at a distorted geometry.

The geometry in XYZ format:
```
66
Properties=species:S:1:pos:R:3:mulliken_charge:R:1
C -3.0550 0.6777 4.6305 -0.842
O -2.9971 0.7161 3.2222 -0.398
C -3.1542 1.9526 2.6023 -1.019
C -2.9053 1.7413 1.1284 2.348
C -2.5878 3.1006 0.4082 -1.659
N -4.1050 1.1710 0.5706 -0.797
H -3.4242 -0.2960 4.9526 0.270
H -3.7122 1.4611 5.0080 0.364
H -2.1804 0.9628 5.2152 0.301
H -4.1466 2.3611 2.7933 0.382
H -2.4041 2.6577 2.9605 0.420
H -2.0608 1.0751 0.9520 -1.107
H -1.5431 3.4107 0.3836 0.093
H -3.0728 3.9486 0.8917 0.441
H -2.9033 3.1844 -0.6318 0.453
H -4.9386 1.7014 0.7801 0.300
H -4.3918 0.2424 0.8453 0.201
C 2.7715 -0.0323 -3.3312 -0.835
O 2.6280 -0.7831 -2.1871 -0.575
C 3.1145 -0.0427 -0.9790 -0.444
C 3.4050 -0.9746 0.2457 0.243
C 4.4354 -2.0607 0.0901 -1.688
N 2.2187 -1.4864 0.7868 -0.448
H 2.1753 0.8689 -3.1880 0.304
H 2.3553 -0.5206 -4.2124 0.281
H 3.7655 0.3574 -3.5505 0.358
H 4.0423 0.4622 -1.2479 0.683
H 2.4511 0.8026 -0.7960 0.126
H 3.7269 -0.3770 1.0985 0.333
H 4.5714 -2.5580 1.0505 0.428
H 5.3931 -1.7525 -0.3292 0.384
H 4.1367 -2.9019 -0.5355 0.333
H 1.5532 -0.7540 0.5848 -0.069
H 1.8737 -2.1465 0.1046 0.267
N -1.0212 -3.2984 -5.9657 -0.403
C -1.3325 -3.7345 -4.7944 0.646
N -1.7237 -4.9645 -4.8421 -0.452
O -1.2369 -2.9737 -3.8677 -0.713
H -1.0899 -3.9129 -6.7643 0.160
H -0.6602 -2.3555 -5.9939 0.208
H -1.9083 -5.2847 -3.9021 0.245
H -2.0402 -5.4000 -5.6966 0.186
N -0.2724 -0.8623 2.9479 -0.092
C 0.1125 -1.1641 4.0872 0.703
N 1.2592 -1.7627 4.0773 -0.337
O -0.5637 -0.9207 5.0910 -0.738
H -1.1728 -0.4208 2.8269 0.043
H 0.2627 -1.0777 2.1188 0.163
H 1.6011 -2.2661 4.8834 0.204
H 1.7935 -1.7028 3.2223 0.144
N -0.2309 -1.0902 -2.1364 -0.282
C -0.5975 -0.3694 -1.1453 0.467
N -1.8502 -0.2315 -1.1456 -0.143
O 0.1754 0.2016 -0.3848 -0.261
H -0.8428 -1.6133 -2.7464 0.278
H 0.7705 -1.1347 -2.2600 0.360
H -2.1931 -0.7766 -1.9237 0.089
H -2.4063 0.0638 -0.3559 0.201
N 0.9102 3.2634 0.1897 -0.267
C 1.9753 3.5117 0.8982 0.611
N 2.3288 4.7435 0.7371 -0.411
O 2.6378 2.6902 1.5158 -0.651
H 0.6181 3.9488 -0.4922 0.202
H 0.6214 2.2963 0.1540 0.014
H 3.0412 5.0920 1.3625 0.258
H 2.0001 5.3364 -0.0116 0.138
```

Output
HOMO level in Ha: -0.30861
Strongest force on any atom in eV/Å: 8.74
Orbital gap in eV: 8.6097
Structure (SMILES): COC[C@H](C)N.COC[C@H](C)N.NC(N)=O.NC(N)=O.NC(N)=O.NC(N)=O
Calculated total energy in eV: -40246.3574
Energy above the lowest of the compared OMol25 structures with the same formula, charge and spin in kJ/mol: 395.9

---

Density functional theory data (wB97M-V/def2-TZVPD) for 3 unconnected molecules or ions with the total composition C4H15N2O2 at a distorted geometry.

The geometry in XYZ format:
```
23
Properties=species:S:1:pos:R:3:mulliken_charge:R:1
C -2.0437 -1.7472 -0.5296 -1.335
C -1.0239 -1.7957 0.6031 -0.419
C 0.1984 -0.9478 0.3648 -0.864
C 1.4052 -1.2210 0.8573 0.280
N 2.5439 -0.4673 0.7632 -0.627
N -0.0299 0.3658 -0.2739 -0.337
H -1.6942 -1.7331 -1.5620 0.399
H -2.6997 -0.9066 -0.3448 0.319
H -2.7753 -2.5481 -0.3704 0.400
H -1.5093 -1.5709 1.5713 0.267
H -0.6447 -2.8165 0.8146 0.391
H 1.5532 -2.1646 1.3696 0.400
H 2.6215 0.3056 0.1017 0.204
H 3.4232 -0.7463 1.1661 0.288
H 0.7376 0.9949 -0.0254 0.208
H -0.0981 0.3388 -1.3067 0.743
H -0.8814 0.7936 0.1168 0.302
H -1.6031 2.9110 -0.7887 0.442
H -2.7278 2.7607 0.2105 0.377
O -1.8067 2.4932 0.0795 -1.073
H 1.7744 3.1180 -0.9027 0.455
H 3.0570 2.3076 -1.2134 0.394
O 2.2234 2.2758 -0.7010 -1.213
```

Output
Multiplicity: 2
HOMO level (alpha / beta) in Ha: -0.10551 / -0.31573
Strongest force on any atom in eV/Å: 1.49
Orbital gap (alpha / beta) in eV: 3.6459 / 9.0763
Calculated total energy in eV: -11463.1043
Energy above the lowest of the compared OMol25 structures with the same formula, charge and spin in kJ/mol: 125.8

---

Density functional theory data (wB97M-V/def2-TZVPD) for 2 unconnected molecules or ions with the total composition C3H6ClNOS at a distorted geometry.

The geometry in XYZ format:
```
13
Properties=species:S:1:pos:R:3:mulliken_charge:R:1
C 1.4227 -0.0346 1.1943 -1.120
C 1.0573 -0.7289 -0.0617 0.261
N 0.6839 -0.2326 -1.1295 -0.419
S 0.8078 1.4355 -1.2244 -0.202
H 0.7166 -0.4750 1.9027 0.253
H 2.4510 -0.3070 1.4885 0.299
H 1.4352 1.0150 1.1894 0.468
H 1.2083 -1.8661 0.0401 0.277
H 0.5705 1.3857 -2.5347 0.179
O -2.8307 -1.0930 -0.9658 -0.336
C -2.6761 -0.0251 -0.4358 0.293
Cl -2.7726 0.0908 1.3811 -0.181
H -2.0739 0.8353 -0.8442 0.227
```

Output
HOMO level in Ha: -0.33886
Strongest force on any atom in eV/Å: 3.48
Orbital gap in eV: 9.4623
Structure (SMILES): C/C=N\S.O=CCl
Calculated total energy in eV: -30101.8898
Energy above the lowest of the compared OMol25 structures with the same formula, charge and spin in kJ/mol: 152.1

---

Density functional theory data (wB97M-V/def2-TZVPD) for a molecular structure, C21H17BrIrN2Se at a distorted geometry.

The geometry in XYZ format:
```
43
Properties=species:S:1:pos:R:3:mulliken_charge:R:1
Ir -0.5979 -0.1427 0.5459 0.655
C 4.4817 -0.3957 -1.6598 -1.362
C 3.2029 -1.0854 -1.2860 0.456
C 2.9334 -2.4078 -1.6357 -0.300
C 1.7519 -3.0338 -1.2484 -0.723
C 0.8600 -2.2843 -0.5296 0.423
Br -0.8221 -2.9222 0.0916 -0.038
N 1.0794 -1.0030 -0.1960 -0.397
C 2.2314 -0.4129 -0.5612 -0.240
H 5.1537 -1.0712 -2.1828 0.374
H 4.9915 -0.0263 -0.7699 0.365
H 4.2848 0.4612 -2.3047 0.345
H 3.6590 -2.9654 -2.2149 0.423
H 1.5382 -4.0630 -1.4990 0.468
H 2.3609 0.6135 -0.2443 0.557
Se -0.8437 0.8181 2.5865 0.078
C -0.3853 -0.3084 4.0651 0.355
C 0.8866 -0.2098 4.6062 -0.218
C 1.1334 -0.9548 5.7537 -0.426
N 0.2267 -1.7372 6.3282 -0.471
C -0.9820 -1.8147 5.7848 -0.358
C -1.3531 -1.1174 4.6396 -0.321
H 1.6518 0.4255 4.1820 0.399
H 2.1071 -0.9137 6.2273 0.374
H -1.6970 -2.4582 6.2835 0.378
H -2.3554 -1.1961 4.2421 0.411
C -2.6616 0.7646 -4.4183 -0.637
C -2.0908 -0.2891 -3.7098 -0.923
C -1.6320 -0.1034 -2.4151 -0.227
C -1.7240 1.1398 -1.7852 1.323
C -1.2823 1.3887 -0.4261 0.337
C -1.4027 2.6971 0.1066 -0.173
C -1.9311 3.7310 -0.6321 -1.098
C -2.3817 3.4951 -1.9302 -0.491
C -2.2932 2.2190 -2.5175 0.691
C -2.7624 2.0066 -3.8266 -0.771
H -3.0228 0.6090 -5.4252 0.429
H -2.0064 -1.2629 -4.1732 0.439
H -1.2043 -0.9538 -1.8958 0.243
H -1.0800 2.9030 1.1171 0.344
H -2.0030 4.7206 -0.2023 0.425
H -2.8129 4.3049 -2.5064 0.447
H -3.2063 2.8353 -4.3638 0.438
```

Output
Multiplicity: 2
HOMO level (alpha / beta) in Ha: -0.53957 / -0.54310
Charge: +2
Strongest force on any atom in eV/Å: 1.18
Orbital gap (alpha / beta) in eV: 6.3679 / 5.5203
Calculated total energy in eV: -163242.8973
Energy above the lowest of the compared OMol25 structures with the same formula, charge and spin in kJ/mol: 0.0